No. 1
The following is a quantum chemistry calculation of a cluster of 10 separate species, C38H105N9O10 in total, from OMol25.

Last column: Mulliken charge in e.
Atoms and positions in Å:
O (-2.525, -1.241, -3.461)  -0.169
O (3.216, -3.948, 0.685)  -0.459
O (-4.829, 4.353, 0.580)  -0.221
O (-1.247, -4.186, 0.477)  -0.342
O (-0.851, 0.231, 6.120)  -0.154
O (2.568, 0.593, -3.779)  -0.121
O (-1.483, 0.404, 0.044)  1.164
O (2.087, 2.024, 4.041)  0.141
O (3.629, -5.110, -4.457)  -0.345
O (-0.310, 5.980, 2.022)  -0.490
N (3.390, -3.409, -2.187)  -0.043
N (-2.515, -0.303, 2.887)  -0.688
N (-3.863, -4.633, -3.887)  -0.696
N (0.954, 6.204, -1.382)  -0.735
N (3.420, 4.739, 1.875)  -0.779
N (4.505, -1.552, 1.890)  -0.692
N (3.914, -0.556, -1.360)  0.236
N (-3.406, -5.441, -1.009)  -0.504
N (-2.820, 2.775, -0.601)  -0.500
C (2.944, 3.393, 2.273)  3.378
C (2.237, -3.882, -2.992)  0.368
C (-3.631, -4.759, 0.321)  1.061
C (-1.632, 0.423, 3.841)  2.692
C (6.029, -0.307, -2.596)  -1.699
C (-4.835, 1.534, -0.077)  -1.397
C (-4.819, -5.412, 1.000)  -1.743
C (-0.816, 4.920, 2.776)  -0.107
C (-2.235, 1.797, 4.086)  -1.020
C (-4.273, 2.633, -0.959)  0.560
C (3.858, 0.019, -3.796)  -0.356
C (-0.153, 0.707, -0.377)  -0.060
C (-2.684, -3.310, -5.598)  -1.599
C (-0.910, -0.462, 7.337)  -0.904
C (3.303, -2.199, 2.411)  0.587
C (2.417, -1.180, 3.105)  -0.911
C (-3.105, -0.038, -3.094)  -1.035
C (-0.100, 5.590, 0.663)  0.942
C (0.506, 1.638, 0.615)  -0.060
C (1.705, 1.860, 5.396)  -0.927
C (-5.197, 5.699, 0.777)  -0.876
C (-4.973, 3.950, -0.753)  -1.044
C (0.465, 6.749, -0.097)  0.544
C (2.560, 3.308, 3.737)  -1.058
C (3.096, -5.205, 1.313)  -0.872
C (-3.478, -2.279, -3.474)  -0.685
C (4.586, 0.196, -2.471)  0.560
C (-0.550, 7.831, -0.381)  -1.346
C (2.660, -4.073, -4.420)  -0.918
C (1.053, -2.932, -2.834)  0.388
C (3.987, 2.367, 1.841)  -1.883
C (2.571, 1.981, -3.950)  -0.816
C (-1.411, -2.860, 0.051)  1.114
C (3.766, -5.696, -5.747)  -0.757
C (-2.935, -3.539, -4.119)  1.398
C (2.495, -2.881, 1.301)  0.486
C (-2.347, -4.795, 1.122)  -0.748
C (-1.507, -0.430, 5.062)  -1.308
H (0.813, 2.427, 5.676)  0.269
H (1.294, 7.187, 0.468)  0.202
H (3.988, -1.570, -1.546)  0.222
H (-1.056, 5.253, 0.229)  -0.258
H (-1.543, 7.457, -0.618)  0.250
H (1.584, 1.638, 0.397)  0.430
H (4.192, 2.538, 0.784)  0.464
H (4.081, -4.960, -6.499)  0.285
H (1.801, 5.659, -1.223)  0.213
H (-2.106, -1.235, 2.802)  0.207
H (4.122, -4.086, -2.420)  0.261
H (-4.586, 6.384, 0.179)  0.292
H (-3.115, 0.115, -2.013)  0.218
H (-1.971, -3.789, -3.667)  -0.567
H (-0.277, 1.159, -1.368)  0.304
H (2.811, -6.142, -6.051)  0.304
H (-0.428, -2.438, -0.158)  -1.273
H (-5.062, -4.825, 1.891)  0.409
H (0.602, 4.741, 0.670)  -0.653
H (6.514, 0.196, -3.439)  0.459
H (-1.905, -2.212, 0.784)  0.273
H (3.589, -5.942, 0.681)  0.306
H (-2.382, 2.307, 3.127)  -0.096
H (4.570, 1.248, -2.172)  0.147
H (1.503, -3.192, 1.665)  0.295
H (-2.868, 3.333, 0.262)  -0.251
H (0.783, -2.825, -1.791)  -0.441
H (0.468, 1.294, 1.649)  -0.533
H (2.921, 2.502, -3.052)  0.268
H (-3.854, -2.462, -2.450)  0.222
H (3.668, 1.356, 2.049)  0.089
H (-3.195, 1.733, 4.592)  0.389
H (-4.385, 0.562, -0.262)  0.148
H (3.201, 2.289, -4.792)  0.364
H (4.977, -2.251, 1.314)  0.430
H (4.218, -0.846, 1.205)  0.003
H (-5.683, -5.402, 0.338)  0.425
H (-5.050, 5.880, 1.837)  0.257
H (-1.994, -5.812, 1.288)  0.307
H (-6.047, 3.815, -0.976)  0.490
H (-1.916, -2.704, -0.917)  -0.063
H (2.722, 5.407, 2.231)  0.274
H (-3.612, -6.431, -0.914)  0.247
H (-0.506, 0.204, 8.097)  0.248
H (3.445, 3.558, 4.351)  0.294
H (-4.063, 0.112, -3.605)  0.455
H (3.060, -3.151, -4.869)  0.230
H (-2.515, -0.742, 5.401)  0.506
H (4.230, 4.978, 2.457)  0.334
H (4.927, 2.631, 2.342)  0.587
H (-2.422, 3.440, -1.271)  0.353
H (-1.984, 1.252, -0.073)  -0.616
H (-2.434, -5.337, -1.290)  0.178
H (2.550, 2.134, 6.043)  0.424
H (3.594, -2.993, 3.107)  0.438
H (0.434, -0.205, -0.479)  -0.283
H (4.540, -6.456, -5.664)  0.247
H (-4.782, -4.526, -4.306)  0.320
H (2.317, -2.178, 0.479)  -0.617
H (-3.607, -3.233, -6.175)  0.386
H (-2.560, -4.291, 2.084)  0.259
H (3.596, -5.221, 2.287)  0.259
H (-1.777, 4.561, 2.382)  0.131
H (2.929, -0.376, -1.601)  -0.267
H (-4.843, 1.806, 0.978)  0.306
H (-2.025, -4.068, -6.021)  0.367
H (-6.242, 5.859, 0.489)  0.342
H (0.190, -3.355, -3.361)  -0.024
H (-4.024, -4.632, -2.875)  0.187
H (1.252, -1.989, -3.352)  0.050
H (2.961, -0.756, 3.955)  0.366
H (1.530, 0.795, 5.494)  0.133
H (2.040, -5.481, 1.410)  0.305
H (0.166, 2.673, 0.578)  0.075
H (-0.139, 4.050, 2.768)  -0.231
H (3.156, -3.599, -1.191)  -0.189
H (-2.485, 0.782, -3.479)  0.354
H (-5.894, 1.376, -0.330)  0.489
H (2.063, 3.193, 1.655)  -1.897
H (-2.416, 0.140, 1.977)  -0.076
H (-0.181, 8.486, -1.176)  0.398
H (-1.957, -0.666, 7.593)  0.347
H (-0.649, 0.534, 3.359)  -1.238
H (-4.321, 2.284, -1.991)  0.383
H (1.294, 7.001, -1.921)  0.311
H (4.493, 0.494, -4.565)  0.503
H (1.775, 4.051, 3.962)  0.416
H (-0.617, 8.504, 0.478)  0.308
H (-4.642, -6.448, 1.296)  0.371
H (1.792, -4.356, -5.038)  0.425
H (-0.306, -1.375, 7.312)  0.324
H (6.590, 0.006, -1.713)  0.357
H (-4.609, 4.698, -1.473)  0.453
H (-1.482, 2.408, 4.597)  0.151
H (-3.900, -3.749, -0.006)  -0.041
H (1.542, 2.278, -4.143)  0.242
H (1.936, -4.873, -2.617)  0.334
H (1.498, -1.589, 3.530)  0.402
H (6.060, -1.391, -2.684)  0.313
H (-2.150, -2.362, -5.727)  0.290
H (-4.397, -1.986, -4.022)  0.467
H (-1.027, -1.394, 4.794)  0.339
H (2.224, -0.342, 2.440)  -0.522
H (3.808, -1.036, -4.066)  -0.310
H (-0.908, 5.237, 3.812)  0.418

Values from the calculation:
- E_tot: -74990.808 eV
- SMILES: COC[C@H](C)N.COC[C@H](C)N.COC[C@H](C)N.COC[C@H](C)N.COC[C@H](C)N.COC[C@H](C)N.COC[C@H](C)N.COC[C@H](C)N.COC[C@H](C)N.CCO
- Kohn-Sham gap: 9.029 eV
- HOMO energy: -8.4183 eV
- ΔE to the lowest compared entry with this formula, charge and spin: 0.1037 eV

No. 2
The following is a quantum chemistry calculation of a cluster of 11 separate species, C32H72N8O17S2 in total, from OMol25.

Last column: Mulliken charge in e.
Atoms and positions in Å:
S (-1.255, 3.102, -4.208)  0.870
S (-1.409, -4.871, -3.369)  1.058
O (3.905, -0.024, 2.211)  -0.825
O (3.326, 0.837, -2.709)  -0.399
O (0.370, 0.792, 6.766)  -0.663
O (-0.606, -4.274, -4.430)  -0.502
O (-2.110, 2.934, -5.656)  -0.364
O (-1.677, -3.778, -2.091)  -0.273
O (-6.700, 0.997, 3.505)  -0.681
O (-2.383, -3.213, 1.829)  -0.600
O (1.755, -4.410, 1.029)  -0.607
O (0.291, 1.688, 0.262)  -0.227
O (-0.395, -5.779, -2.405)  -0.441
O (0.399, -0.274, -7.185)  -0.750
O (-2.667, -5.533, -3.706)  -0.572
O (-1.524, 2.066, -3.204)  -0.311
O (-1.397, 4.496, -3.759)  -0.572
O (-0.280, 7.051, -0.032)  -0.697
O (0.172, 2.872, -4.996)  -0.037
N (-4.590, -3.323, 2.519)  -0.129
N (0.816, 6.017, -1.595)  -0.067
N (-4.729, 0.289, 4.410)  0.032
N (-1.154, -0.779, -5.681)  0.079
N (5.392, 1.384, -2.107)  -0.182
N (3.477, 2.121, 2.563)  -0.015
N (-0.514, -0.398, 5.205)  0.214
N (3.145, -2.559, 0.765)  0.153
C (0.524, 4.895, 0.605)  -0.303
C (-3.603, -2.997, 1.616)  0.813
C (-5.473, 0.762, 3.443)  0.562
C (1.052, -1.416, 6.713)  -1.150
C (-3.998, -2.228, 0.386)  -0.684
C (-0.691, -0.396, 0.511)  1.444
C (0.227, -0.268, 6.273)  0.687
C (4.517, 0.711, -2.837)  0.498
C (5.014, -0.401, -3.775)  -1.053
C (2.775, 3.253, 3.098)  -1.220
C (-0.506, 0.941, 1.136)  0.088
C (0.336, -4.900, -1.563)  -0.079
C (0.055, -0.388, -5.996)  0.068
C (-1.311, 2.965, -6.775)  -0.336
C (1.417, 4.837, -2.228)  -0.745
C (3.269, -2.631, -0.699)  -0.893
C (2.446, -3.482, 1.485)  0.541
C (-4.671, 1.175, 2.176)  -0.397
C (0.396, 6.082, -0.341)  0.270
C (2.335, 0.362, 3.860)  -0.094
C (-5.262, -0.193, 5.685)  -0.984
C (-1.579, -1.214, -4.361)  -0.685
C (1.122, -0.129, -4.917)  -0.197
C (-0.891, -1.670, 4.531)  -0.550
C (3.251, 0.831, 2.798)  -0.143
C (2.798, -3.392, 2.968)  -0.589
C (-0.789, -3.993, -1.061)  0.825
C (-0.257, -0.157, -0.928)  0.955
C (-6.084, -3.124, 2.360)  -0.883
C (4.997, 2.516, -1.286)  -0.638
C (0.131, 3.359, -6.313)  -0.484
C (0.866, 0.867, -0.799)  0.044
H (0.031, 0.858, 2.081)  -0.450
H (1.537, -1.887, 5.857)  0.230
H (2.868, 4.031, 2.340)  0.437
H (0.595, 5.233, 1.638)  0.496
H (1.015, 2.926, -6.781)  0.340
H (1.433, 0.091, 3.311)  -0.277
H (-1.688, 3.698, -7.488)  0.349
H (-6.221, -0.702, 5.583)  0.344
H (-5.062, 0.796, 1.232)  0.301
H (-1.473, -4.467, -0.357)  0.084
H (-1.081, -2.452, 5.267)  0.513
H (-4.370, -1.212, 0.520)  -0.124
H (6.099, -0.488, -3.835)  0.403
H (1.853, 0.562, -5.338)  0.257
H (4.477, -1.308, -3.499)  0.180
H (-4.695, 2.261, 2.077)  0.355
H (-4.758, -2.816, -0.128)  0.513
H (-3.209, -2.094, -0.353)  -0.035
H (-4.222, -3.680, 3.390)  0.313
H (-1.686, -0.840, 0.523)  -1.238
H (-0.112, -2.020, 3.855)  -0.148
H (-0.105, -1.097, 1.106)  -0.174
H (1.087, -4.325, -2.104)  0.279
H (-1.235, 1.987, -7.251)  0.245
H (0.775, -5.508, -0.773)  0.284
H (2.777, -0.413, 4.485)  0.398
H (1.574, -1.047, -4.541)  0.649
H (0.660, 0.356, -4.057)  -0.411
H (-2.455, -1.860, -4.413)  0.506
H (-4.522, -0.871, 6.109)  0.297
H (1.749, 5.166, -3.213)  0.357
H (2.401, -2.230, -1.222)  0.034
H (0.256, 4.441, -6.355)  0.342
H (-3.723, 0.376, 4.405)  0.073
H (-1.046, 0.158, -1.611)  -0.218
H (6.359, 1.093, -2.146)  0.219
H (-1.843, -1.453, 4.046)  -0.011
H (5.757, 2.902, -0.607)  0.427
H (-1.893, -0.377, -3.737)  0.271
H (-6.246, -2.049, 2.286)  0.285
H (0.759, 3.998, -2.452)  -0.040
H (0.495, 6.773, -2.184)  0.266
H (-1.409, 1.523, 1.323)  0.209
H (-1.004, 0.425, 4.886)  0.140
H (0.111, -1.080, -1.376)  -0.297
H (4.724, 3.335, -1.952)  0.298
H (3.572, -1.766, 1.223)  0.216
H (4.230, 2.423, 1.961)  0.358
H (1.802, 0.382, -0.524)  -0.100
H (-0.327, 4.229, 0.459)  0.121
H (-0.498, -3.043, -0.613)  -0.644
H (2.291, 4.428, -1.721)  0.331
H (4.693, -0.107, -4.774)  0.310
H (3.087, 3.521, 4.108)  0.336
H (3.137, -3.660, -1.034)  0.402
H (-6.461, -3.731, 1.537)  0.271
H (1.689, 3.174, 3.056)  0.340
H (4.223, -2.162, -0.943)  0.424
H (-1.828, -0.796, -6.433)  0.296
H (3.725, -2.843, 3.133)  0.314
H (1.801, -1.046, 7.412)  0.313
H (1.006, 1.511, -1.667)  -0.104
H (-3.619, 0.923, 2.308)  -0.238
H (2.025, 1.174, 4.517)  0.572
H (-6.522, -3.498, 3.285)  0.326
H (-5.458, 0.604, 6.401)  0.339
H (-0.860, -1.744, -3.736)  -0.047
H (1.487, 4.454, 0.346)  -0.075
H (2.823, -4.417, 3.338)  0.416
H (2.008, -2.885, 3.523)  -0.227
H (0.403, -2.137, 7.210)  0.377
H (4.166, 2.291, -0.617)  -0.074

Values from the calculation:
- E_tot: -102749.173 eV
- SMILES: O=S1(=O)OCCO1.O=S1(=O)OCCO1.CNC(C)=O.CNC(C)=O.CNC(C)=O.CNC(C)=O.CNC(C)=O.CNC(C)=O.CNC(C)=O.CNC(C)=O.C1CCOC1
- Kohn-Sham gap: 9.326 eV
- HOMO energy: -9.1094 eV
- ΔE to the lowest compared entry with this formula, charge and spin: 2.5740 eV